a) # C5H10N2O2

A single C5H10N2O2 molecule (the ωB97M-V functional and the def2-TZVPD basis, OMol25).

Atoms and positions in Å:
1 C -1.58 1.69 -1.74
2 O -0.36 0.95 -1.35
3 C -0.55 0.00 -0.46
4 C -1.49 -0.45 0.30
5 C -1.01 -1.59 1.11
6 N 0.25 -1.96 0.47
7 N 0.85 -0.81 -0.09
8 O 1.49 0.04 0.92
9 C 2.73 0.54 0.53
10 H -1.31 2.29 -2.59
11 H -1.76 2.39 -0.98
12 H -2.60 1.10 -1.74
13 H -2.50 -0.22 0.03
14 H -0.93 -1.31 2.11
15 H -1.67 -2.51 1.09
16 H 0.91 -2.36 1.10
17 H 2.87 1.58 1.02
18 H 3.00 0.68 -0.50
19 H 3.65 -0.03 0.76

Results
SMILES: COC1=CCNN1OC
Gap between HOMO and LUMO in eV: 9.390
LUMO level in eV: 0.89
HOMO in eV: -8.50



b) # C5H10N2O2

2 unconnected molecules or ions with the total composition C5H10N2O2 (the ωB97M-V functional and the def2-TZVPD basis, OMol25).

Atoms and positions in Å:
1 C -0.19 -0.73 -2.26
2 C 0.53 -0.02 -1.38
3 C 1.21 -0.75 -0.25
4 C 1.19 0.10 1.05
5 O 1.27 -0.43 2.15
6 O 1.65 1.35 0.81
7 H -0.45 -0.34 -3.23
8 H -0.63 -1.68 -2.00
9 H 1.01 0.90 -1.67
10 H 0.72 -1.70 -0.03
11 H 2.27 -0.92 -0.49
12 H 1.76 1.80 1.67
13 C -1.41 1.07 -0.07
14 N -0.85 0.53 0.97
15 N -1.43 -0.48 1.63
16 H -0.98 1.99 -0.44
17 H -2.44 0.84 -0.33
18 H -2.44 -0.59 1.63
19 H -0.80 -0.95 2.26

Results
SMILES: C=CCC(=O)O.C=NN
Gap between HOMO and LUMO in eV: 9.343
LUMO level in eV: 0.94
HOMO in eV: -8.40



c) # C5H10N2O2

A single C5H10N2O2 molecule (the ωB97M-V functional and the def2-TZVPD basis, OMol25).

Atoms and positions in Å:
1 C -0.30 0.49 1.96
2 C -0.82 0.50 0.55
3 C -1.10 -0.93 0.03
4 O 0.05 -1.68 0.05
5 C 0.93 -1.15 -0.94
6 C 1.31 0.31 -0.66
7 N 0.15 1.23 -0.39
8 N -0.35 1.66 -1.65
9 O -0.11 1.08 -2.62
10 H 0.25 1.59 2.18
11 H -1.14 0.08 2.66
12 H 0.66 -0.13 2.02
13 H -1.81 0.91 0.67
14 H -1.94 -1.50 0.76
15 H -1.60 -0.85 -0.87
16 H 0.42 -0.94 -2.02
17 H 1.68 -1.72 -0.89
18 H 1.78 0.30 0.56
19 H 1.93 0.74 -1.40

Results
SMILES: C[C@@H]1COCCN1N=O
Gap between HOMO and LUMO in eV: 9.494
LUMO level in eV: 0.39
HOMO in eV: -9.10



d) # C5H10N2O2

A single C5H10N2O2 molecule (the ωB97M-V functional and the def2-TZVPD basis, OMol25).

Atoms and positions in Å:
1 C 0.58 -2.40 0.57
2 C -1.11 1.63 -1.62
3 N 0.14 -1.01 0.43
4 C 1.09 0.19 0.08
5 N 1.63 0.74 1.23
6 C -1.29 -0.19 0.12
7 C -0.93 1.12 -0.21
8 O -0.87 -0.62 1.39
9 O 1.71 0.06 -0.96
10 H 2.37 1.41 1.05
11 H 0.96 1.01 1.94
12 H -1.92 -0.88 -0.45
13 H -0.97 1.83 0.61
14 H -0.27 -3.06 0.39
15 H 1.35 -2.56 -0.18
16 H 0.98 -2.57 1.58
17 H -1.08 2.72 -1.65
18 H -0.30 1.25 -2.25
19 H -2.06 1.33 -2.06

Results
Gap between HOMO and LUMO in eV: 8.413
LUMO level in eV: 0.91
HOMO in eV: -7.51



Relative energy table, unit eV: a) 2.727; b) 0.000; c) 3.450; d) 1.977



a) # C2H4NO2S

2 unconnected molecules or ions with the total composition C2H4NO2S (the ωB97M-V functional and the def2-TZVPD basis, OMol25).

Atoms and positions in Å:
1 C 0.88 -0.35 0.32
2 C -0.01 -1.34 -0.59
3 N -1.19 0.49 0.83
4 O -0.73 2.29 -0.58
5 O 0.06 0.36 1.23
6 S -1.58 -0.72 -0.13
7 H 1.72 -0.85 0.87
8 H 1.31 0.50 -0.29
9 H -0.51 1.98 -1.45
10 H 0.06 -2.36 -0.21

Results
Gap between HOMO and LUMO (alpha / beta) in eV: 6.399 / 6.043
Charge: -1
LUMO level (alpha / beta) in eV: 3.51 / 3.58
HOMO (alpha / beta) in eV: -2.89 / -2.46



b) # C2H4NO2S

2 unconnected molecules or ions with the total composition C2H4NO2S (the ωB97M-V functional and the def2-TZVPD basis, OMol25).

Atoms and positions in Å:
1 C -0.72 -0.83 0.40
2 C 0.67 -0.83 0.00
3 N -1.59 -1.13 -0.55
4 O -0.14 2.47 0.28
5 O 2.22 2.11 -0.40
6 S 0.81 1.78 -0.61
7 H -0.94 -0.38 1.39
8 H 1.46 -0.93 0.72
9 H 0.76 -1.39 -0.90
10 H -2.53 -0.88 -0.32

Results
Gap between HOMO and LUMO (alpha / beta) in eV: 6.721 / 6.717
Charge: -1
LUMO level (alpha / beta) in eV: 3.97 / 3.97
HOMO (alpha / beta) in eV: -2.75 / -2.74



Relative energy table, unit eV: a) 4.947; b) 0.000



a) # C4H10NOS

A gas-phase ion, C4H10NOS (charge -1) (the ωB97M-V functional and the def2-TZVPD basis, OMol25).

Atoms and positions in Å:
1 N 0.12 1.77 -1.25
2 C -0.26 1.07 0.07
3 C 1.27 0.84 0.77
4 O 2.21 1.76 0.77
5 C -1.15 -0.17 0.14
6 C -0.55 -1.80 0.35
7 S -0.42 -2.46 -1.37
8 H 1.13 1.65 -1.43
9 H 0.17 2.80 -0.99
10 H -0.71 2.01 0.56
11 H 0.98 0.40 1.71
12 H 1.66 0.02 -0.02
13 H -1.75 -0.14 -0.87
14 H -1.85 -0.26 0.85
15 H 0.40 -1.53 0.63
16 H -1.15 -2.19 1.11
17 H -0.10 -3.78 -1.04

Results
SMILES: N[C@H](C[O-])CCS
Gap between HOMO and LUMO in eV: 5.646
Charge: -1
LUMO level in eV: 3.13
HOMO in eV: -2.52



b) # C4H10NOS

A gas-phase ion, C4H10NOS (charge -1) (the ωB97M-V functional and the def2-TZVPD basis, OMol25).

Atoms and positions in Å:
1 O 1.58 -2.55 -0.60
2 C 0.36 -2.05 -0.67
3 N -0.02 -1.18 0.70
4 C 0.91 -0.05 0.86
5 C 0.96 1.02 -0.28
6 C -0.46 1.25 -0.92
7 S -1.66 1.83 0.37
8 H -0.38 -2.85 -0.52
9 H 0.14 -1.27 -1.40
10 H 0.34 -1.90 1.34
11 H 0.71 0.41 1.85
12 H 1.93 -0.43 1.03
13 H 1.57 0.43 -0.98
14 H 1.49 1.84 0.21
15 H -0.82 0.26 -1.18
16 H -0.36 1.96 -1.73
17 H -1.12 0.98 1.22

Results
SMILES: [O-]CNCCCS
Gap between HOMO and LUMO in eV: 6.255
Charge: -1
LUMO level in eV: 3.34
HOMO in eV: -2.92



c) # C4H10NOS

2 unconnected molecules or ions with the total composition C4H10NOS (the ωB97M-V functional and the def2-TZVPD basis, OMol25).

Atoms and positions in Å:
1 C 0.21 1.69 -1.33
2 C -1.31 1.46 -1.41
3 C -1.88 1.37 0.00
4 S -1.33 -0.20 0.70
5 H 0.60 1.90 -2.33
6 H 0.71 0.86 -0.85
7 H 0.44 2.63 -0.69
8 H -1.86 2.25 -1.96
9 H -1.53 0.49 -1.91
10 H -3.00 1.44 0.04
11 H -1.46 2.19 0.64
12 C 2.29 -1.49 0.52
13 N 1.28 -1.65 1.43
14 O 2.19 -1.23 -0.67
15 H 3.30 -1.74 0.93
16 H 0.27 -1.39 1.24
17 H 1.47 -2.08 2.34

Results
Gap between HOMO and LUMO in eV: 6.388
Charge: -1
LUMO level in eV: 3.80
HOMO in eV: -2.59



Relative energy table, unit eV: a) 3.745; b) 1.992; c) 0.000



a) # C2H4N2S

2 unconnected molecules or ions with the total composition C2H4N2S (the ωB97M-V functional and the def2-TZVPD basis, OMol25).

Atoms and positions in Å:
1 C 0.06 1.00 -0.14
2 C 0.69 -0.14 0.28
3 N -0.86 1.52 0.46
4 N 0.36 -1.36 0.68
5 S 3.29 0.40 -0.48
6 H 0.73 1.47 -1.05
7 H -1.23 2.41 0.20
8 H -0.53 -1.80 0.46
9 H 1.20 -2.03 0.68

Results
Gap between HOMO and LUMO (alpha / beta) in eV: 6.940 / 6.908
LUMO level (alpha / beta) in eV: -1.50 / -1.33
HOMO (alpha / beta) in eV: -8.44 / -8.24



b) # C2H4N2S

2 unconnected molecules or ions with the total composition C2H4N2S (the ωB97M-V functional and the def2-TZVPD basis, OMol25).

Atoms and positions in Å:
1 C -4.09 -1.07 -0.12
2 C 1.62 -0.58 0.23
3 N -4.39 0.02 -0.09
4 N -0.80 -1.88 0.19
5 S -0.27 -0.52 0.12
6 H 1.96 -0.49 1.22
7 H 2.08 0.39 -0.34
8 H 2.14 -1.46 -0.34
9 H -3.99 -2.13 -0.37

Results
Gap between HOMO and LUMO in eV: 8.426
LUMO level in eV: -0.70
HOMO in eV: -9.12



Relative energy table, unit eV: a) 2.141; b) 0.000



a) # C2H4N2S

A single C2H4N2S molecule (the ωB97M-V functional and the def2-TZVPD basis, OMol25).

Atoms and positions in Å:
1 H 1.43 0.72 -1.76
2 N 0.55 1.13 -1.82
3 C -0.06 0.68 -0.83
4 N 0.25 -0.12 0.22
5 C -0.47 -0.80 1.11
6 S -1.99 -0.76 1.63
7 H -1.11 1.15 -0.24
8 H 1.13 -0.51 0.04
9 H 0.26 -1.49 1.65

Results
SMILES: [H]/N=C\NC=S
Gap between HOMO and LUMO in eV: 8.855
LUMO level in eV: -0.13
HOMO in eV: -8.99



b) # C2H4N2S

A single C2H4N2S molecule (the ωB97M-V functional and the def2-TZVPD basis, OMol25).

Atoms and positions in Å:
1 C -1.18 -0.13 -0.30
2 N -0.38 0.59 0.64
3 S 1.08 1.17 0.26
4 C 2.49 -0.28 0.07
5 N 3.10 -1.12 -0.39
6 H -0.81 0.06 -1.34
7 H -1.21 -1.32 -0.20
8 H -2.26 0.22 -0.21
9 H -0.83 0.80 1.47

Results
SMILES: CNSC#N
Gap between HOMO and LUMO in eV: 9.869
LUMO level in eV: 0.08
HOMO in eV: -9.79



Relative energy table, unit eV: a) 0.000; b) 0.176



a) # C2H4N2S

A molecular structure, C2H4N2S (the ωB97M-V functional and the def2-TZVPD basis, OMol25).

Atoms and positions in Å:
1 C 0.97 2.28 -0.12
2 C 0.01 -0.97 -0.47
3 H 2.13 2.20 -0.83
4 H 1.13 3.31 0.49
5 H 0.90 0.56 -1.76
6 H 0.72 -1.65 -1.06
7 N 0.01 1.40 0.11
8 N 0.36 0.34 -0.85
9 S -0.83 -1.53 0.74

Results
Gap between HOMO and LUMO in eV: 8.605
LUMO level in eV: 0.18
HOMO in eV: -8.42



b) # C2H4N2S

A single C2H4N2S molecule (the ωB97M-V functional and the def2-TZVPD basis, OMol25).

Atoms and positions in Å:
1 C 1.30 1.16 0.36
2 N 1.13 -0.05 0.04
3 N -0.06 -0.54 -0.38
4 C -0.99 -1.32 0.52
5 S -1.49 0.31 -0.13
6 H 2.48 1.30 0.40
7 H 0.56 1.98 0.49
8 H -1.32 -2.30 0.17
9 H -0.66 -1.25 1.55

Results
SMILES: C=NN1CS1
Gap between HOMO and LUMO in eV: 9.375
LUMO level in eV: 0.73
HOMO in eV: -8.65



Relative energy table, unit eV: a) 0.272; b) 0.000